1.
DFT (ωB97M-V with the def2-TZVPD basis set) results for a cluster of 2 separate species, C2H4ClFO2 in total at a distorted geometry.

Summary:
Gap between HOMO and LUMO = 12.3 eV
Energy relative to the best compared isomer or geometry (same formula, charge and spin) = 6.4 kcal per mole
LUMO energy = 0.63 eV
SMILES string = COC(=O)Cl.F

Geometry (Å):
Cl: 3.08360 0.43218 1.84935
F: -0.37537 -2.57920 1.17182
O: 0.74764 0.48485 1.10003
O: 1.83325 -1.51618 0.85101
C: -0.38985 0.16871 0.27735
C: 1.71876 -0.36597 1.21092
H: 0.44448 -2.29726 0.95787
H: -1.40784 0.33088 0.66049
H: -0.44343 -0.83851 -0.18872
H: -0.45525 0.82447 -0.51261

Atomic forces in eV per Å
Cl 0.7 0.5 0.6
F -3.3 -1.4 0.8
O -1.6 0.0 -0.2
O -0.6 0.9 0.2
C -1.6 -1.9 -0.4
C 1.1 -1.0 -0.8
H 2.8 0.7 -0.6
H 0.8 -0.2 1.4
H 0.7 0.6 0.8
H 0.9 1.8 -1.9

=====

2.
DFT (ωB97M-V with the def2-TZVPD basis set) results for the molecule C7H12N4OS at a distorted geometry.

Summary:
Expectation value of S² = 2.0138
Gap between HOMO and LUMO (spin up / spin down) = 5.2 / 7.1 eV
LUMO energy (spin up / spin down) = 0.77 / -2.57 eV
Spin multiplicity = 3

Geometry (Å):
S: -0.00392 0.43105 1.07974
O: 2.17009 -0.91218 1.36912
N: -1.38548 0.18810 -1.40253
N: 1.34167 -1.13330 -0.73999
N: -2.13237 1.63575 0.05633
N: -2.95561 1.71504 -0.99774
C: 4.12193 -2.03049 2.20598
C: 3.21780 -1.82056 1.00698
C: 1.30000 -0.67159 0.41357
C: -2.32776 2.41930 1.23852
C: -1.18141 0.70664 -0.20011
C: -3.06824 0.57369 -3.18748
C: -2.48147 0.84080 -1.85480
H: -2.31157 0.71147 -3.95730
H: 4.90944 -2.73353 1.94288
H: 4.57255 -1.08971 2.51255
H: -1.46840 3.07087 1.41010
H: 3.55368 -2.43263 3.04085
H: -3.89934 1.25132 -3.35903
H: 3.76699 -1.40025 0.15731
H: -2.45284 1.76771 2.10444
H: -3.41609 -0.45606 -3.23615
H: 2.76286 -2.76196 0.68073
H: 0.59132 -0.88746 -1.37461
H: -3.22385 3.01799 1.09064

Atomic forces in eV per Å
S -0.3 -0.2 -0.6
O 0.3 0.1 0.8
N -1.5 -0.5 -2.9
N 0.5 -0.6 -0.6
N -3.5 3.6 1.3
N -2.5 3.7 2.7
C -0.4 0.2 -0.2
C 0.5 -0.4 -0.1
C -1.6 0.9 -0.8
C -0.1 0.0 -0.3
C 4.6 -2.7 1.7
C -0.1 0.3 0.3
C 4.3 -4.6 -1.8
H 0.0 0.0 -0.1
H 0.0 0.0 0.0
H 0.1 0.0 0.0
H 0.0 0.1 0.1
H 0.0 -0.1 0.1
H -0.1 0.0 -0.1
H -0.1 -0.1 0.1
H 0.0 0.0 0.1
H 0.0 -0.1 0.0
H 0.1 0.2 0.0
H -0.2 0.2 0.2
H 0.1 0.0 0.0

=====

Number 1: E_tot -789.1322 Ha. Number 2: E_tot -966.2082 Ha.